1.
Formula: C4H4ClOP
Source: the Open Molecules 2025 dataset
Level of theory: wB97M-V/def2-TZVPD

Atoms and positions in Å:
C -0.038355 -1.078637 1.173051
C -0.310967 -0.209516 0.199209
C 1.034851 -2.025159 0.978846
C 0.772974 0.103089 -0.787538
O 1.302605 -3.003364 1.638915
P 1.705255 -1.482254 -1.169236
Cl 0.448514 -2.591991 -2.174984
H -0.806921 -1.054296 1.961400
H -1.139307 0.327804 0.236780
H 0.515148 0.599998 -1.797248
H 1.562960 0.602570 -0.364595

Atoms 1-2, force components in eV/Å:
C -1.9022 0.9132 0.1587
C 4.4555 -1.5137 -0.0878

E_LUMO: -0.291 eV
Energy relative to the best compared isomer or geometry (same formula, charge and spin): 19.68 kcal/mol
Kohn-Sham gap: 8.2 eV

2.
Formula: C4H4CrO5
Source: the Open Molecules 2025 dataset
Level of theory: wB97M-V/def2-TZVPD

Atoms and positions in Å:
O -0.238512 -0.443382 0.869992
H 2.204299 1.063730 -1.812393
O 1.597219 0.759176 0.126888
C 1.403806 0.548879 -1.264432
C 0.009824 1.141215 -1.535611
O -0.435499 1.571153 -0.257678
C 0.298578 0.830479 0.736383
H 1.441154 -0.523302 -1.515441
H -0.673096 0.389163 -1.962190
H 0.037945 2.009521 -2.209005
Cr -0.266837 0.364182 2.648265
C -1.765920 -2.512817 1.986856
O -2.011870 -3.422331 1.304477
O -1.601089 -1.775666 2.883888

Atoms 1-2, force components in eV/Å:
O 0.1685 1.2802 1.7992
H -0.1893 -0.0935 0.2148

Multiplicity: 5
E_LUMO (alpha / beta): -1.049 / -1.175 eV
⟨S²⟩: 6.197
Energy relative to the best compared isomer or geometry (same formula, charge and spin): 61.71 kcal/mol
Kohn-Sham gap (alpha / beta): 7.5 / 7.2 eV

3.
Formula: C4H4CuO
Source: the Open Molecules 2025 dataset
Level of theory: wB97M-V/def2-TZVPD

Atoms and positions in Å:
H -1.225004 -0.298838 0.560799
C -1.325730 -0.810079 -1.153109
C -0.106339 -0.138562 -1.008630
C -0.043009 0.361623 0.336637
C 0.883801 0.469670 1.226676
O 1.775520 0.595686 1.995858
Cu 3.082071 1.671754 2.734553
H -1.353699 -1.862790 -0.861134
H -1.904341 -0.545736 -2.043706
H 0.216734 0.557275 -1.787944

Atoms 1-2, force components in eV/Å:
H 1.8197 1.7095 0.7247
C -1.5110 -2.3092 -1.4404

Multiplicity: 3
E_LUMO (alpha / beta): -5.768 / -5.803 eV
⟨S²⟩: 2.016
Total charge: +1
Energy relative to the best compared isomer or geometry (same formula, charge and spin): 53.57 kcal/mol
Kohn-Sham gap (alpha / beta): 5.3 / 8.4 eV

4.
Formula: C4H4ErO6
Source: the Open Molecules 2025 dataset
Level of theory: wB97M-V/def2-TZVPD

Atoms and positions in Å:
O 0.922406 -0.107927 -0.927650
C 2.067894 -0.825320 -0.593434
O 2.872833 -0.076643 0.065292
O 2.146519 -2.013438 -0.837205
Er 1.804664 1.703619 0.303091
O -2.077997 1.529372 -0.073860
C -1.060244 1.775414 0.585488
C -0.707760 -0.649134 -0.708772
O -0.148070 2.621232 0.357815
O -0.476946 0.675633 1.224920
C -0.936305 -0.621434 0.808269
H -0.898514 -1.681691 -1.032615
H -1.117153 -0.174736 -1.605482
H -0.400786 -1.400932 1.358897
H -1.990543 -0.754020 1.075251

Atoms 1-2, force components in eV/Å:
O -2.1028 0.8638 0.4918
C -1.2242 -5.1262 -0.6738

Multiplicity: 4
E_LUMO (alpha / beta): -6.412 / -6.286 eV
⟨S²⟩: 3.753
Total charge: +1
Kohn-Sham gap (alpha / beta): 8.1 / 8.2 eV

5.
Formula: C4H4F2
Source: the Open Molecules 2025 dataset
Level of theory: wB97M-V/def2-TZVPD

Atoms and positions in Å:
C -0.040673 -0.861334 1.154755
C 0.954330 -0.825973 0.357135
C -0.278712 -0.351384 -0.313336
C -0.339304 1.080795 -0.609431
F -0.540278 -1.445094 2.242126
F 2.241709 -0.760157 0.134486
H -0.909760 -1.074934 -0.836787
H 0.647096 1.509736 -0.251305
H -1.269969 1.413387 -0.162341
H -0.464439 1.314958 -1.715302

Atoms 1-2, force components in eV/Å:
C 0.1616 -1.0525 -0.1868
C 0.1975 0.4021 0.0745

E_LUMO: 0.663 eV
SMILES: CC1C(F)=C1F
Energy relative to the best compared isomer or geometry (same formula, charge and spin): 64.44 kcal/mol
Kohn-Sham gap: 9.9 eV

6.
Formula: C4H4F2
Source: the Open Molecules 2025 dataset
Level of theory: wB97M-V/def2-TZVPD

Atoms and positions in Å:
C -0.252402 -1.438385 -0.949806
C -0.006719 -0.117725 -0.271178
C -0.437892 0.240797 1.137278
C -0.391817 0.625247 2.264871
H -1.330048 -1.592336 -1.046863
H 0.213757 -2.190512 -0.315479
H 0.126108 -1.471953 -1.946551
H -0.357114 1.019563 3.266899
F 1.348962 0.120740 -0.306674
F -0.473375 0.809886 -1.142771

Atoms 1-2, force components in eV/Å:
C -0.9295 -0.5054 1.8255
C 0.6029 0.8379 -0.5763

E_LUMO: 1.026 eV
SMILES: C#CC(C)(F)F
Energy relative to the best compared isomer or geometry (same formula, charge and spin): 19.02 kcal/mol
Kohn-Sham gap: 12.2 eV

7.
Formula: C4H4F2N2
Source: the Open Molecules 2025 dataset
Level of theory: wB97M-V/def2-TZVPD

Atoms and positions in Å:
C 0.022682 -0.050139 -0.323519
C -0.361541 -0.976537 -1.315703
C -0.808510 -1.764279 -2.095182
C -0.273937 -0.425496 1.105782
H 0.648611 1.834839 1.156262
H 1.455279 2.651392 -0.031104
H -1.172398 -2.486030 -2.770923
H 0.573677 -0.467864 1.748883
N 1.218905 1.761262 0.321091
N 0.748595 0.952102 -0.678213
F -0.938442 -1.571130 1.262364
F -1.112921 0.541881 1.620261

Atoms 1-2, force components in eV/Å:
C 1.0540 -0.1330 -0.2094
C -0.5418 -0.1304 -0.3523

E_LUMO: 0.441 eV
SMILES: C#C/C(=N/N)C(F)F
Energy relative to the best compared isomer or geometry (same formula, charge and spin): 66.40 kcal/mol
Kohn-Sham gap: 9.6 eV

8.
Formula: C4H4F2O
Source: the Open Molecules 2025 dataset
Level of theory: wB97M-V/def2-TZVPD

Atoms and positions in Å:
C -0.209738 -0.277788 0.541585
C -1.430169 -0.810327 -0.174828
C 0.297675 1.053616 -0.176748
C 1.204635 -0.115166 -0.003979
O -2.493230 -1.040386 0.383432
F 1.612921 -0.823638 -1.014574
F 2.221061 -0.182377 0.912699
H -0.414408 -0.168223 1.596729
H -1.095334 -0.836599 -1.202652
H -0.149056 1.158367 -1.217379
H 0.455644 2.042526 0.355712

Atoms 1-2, force components in eV/Å:
C -0.5216 1.2681 0.3359
C 0.5979 0.2100 2.0067

E_LUMO: 0.622 eV
SMILES: O=C[C@@H]1CC1(F)F
Energy relative to the best compared isomer or geometry (same formula, charge and spin): 34.69 kcal/mol
Kohn-Sham gap: 11.0 eV

9.
Formula: C4H4F2O
Source: the Open Molecules 2025 dataset
Level of theory: wB97M-V/def2-TZVPD

Atoms and positions in Å:
C 0.382826 0.263389 0.361122
C -0.137361 1.620174 0.028689
C 0.501327 -0.800836 -0.720621
C -0.516096 -0.950964 0.339462
O -0.398611 2.021257 -1.069907
F -1.822232 -0.832067 0.069464
F -0.373539 -1.863292 1.317005
H 1.114718 0.261586 1.158912
H -0.250539 2.262892 0.921996
H 0.144504 -0.522318 -1.701996
H 1.355002 -1.459821 -0.704126

Atoms 1-2, force components in eV/Å:
C -0.2082 -0.1890 0.0578
C 0.0542 -0.0143 0.3937

E_LUMO: 0.861 eV
SMILES: O=C[C@@H]1CC1(F)F
Energy relative to the best compared isomer or geometry (same formula, charge and spin): 19.49 kcal/mol
Kohn-Sham gap: 11.2 eV

10.
Formula: C4H4F2S
Source: the Open Molecules 2025 dataset
Level of theory: wB97M-V/def2-TZVPD

Atoms and positions in Å:
C -0.715750 0.303049 0.582878
C -0.097827 0.918068 -0.781747
C 1.078219 -1.058591 -0.218172
C -0.007604 -0.995381 0.603513
H 0.077118 2.068460 -0.712598
H -0.913120 0.886284 -1.534601
H 1.770485 -1.980923 -0.178378
H -0.323171 -1.889554 1.209613
F -2.022853 0.424740 0.588530
F -0.314639 1.041715 1.644591
S 1.469141 0.282133 -1.203630

Atoms 1-2, force components in eV/Å:
C 3.3168 1.2465 -2.3179
C -2.3033 4.1824 0.7827

E_LUMO: 0.786 eV
SMILES: FC1(F)C=CSC1
Energy relative to the best compared isomer or geometry (same formula, charge and spin): 18.07 kcal/mol
Kohn-Sham gap: 9.6 eV

11.
Formula: C4H4F3N
Source: the Open Molecules 2025 dataset
Level of theory: wB97M-V/def2-TZVPD

Atoms and positions in Å:
C -1.571128 -1.553656 -0.718851
C 0.124833 0.719240 -0.555021
C -0.411384 -1.546453 1.577115
C -1.294260 -0.960195 0.485893
N -1.707773 -2.049187 -1.739298
F -1.174738 -2.338985 2.370780
F 0.072511 -0.588229 2.370344
F -2.369598 -0.372333 1.032118
H 0.987395 0.217791 -0.804209
H 0.072451 1.327797 0.327786
H -0.640480 0.665644 -1.389090
H 0.405809 -2.168179 1.188625

Atoms 1-2, force components in eV/Å:
C 0.1952 -1.1292 -0.6597
C -4.5274 -1.7912 0.2477

E_LUMO (alpha / beta): -1.218 / -0.868 eV
Energy relative to the best compared isomer or geometry (same formula, charge and spin): 60.68 kcal/mol
Kohn-Sham gap (alpha / beta): 8.4 / 8.8 eV

12.
Formula: C4H4F4O3
Source: the Open Molecules 2025 dataset
Level of theory: wB97M-V/def2-TZVPD

Atoms and positions in Å:
C 1.171879 -0.628582 0.136086
C 1.088199 0.222749 -0.870403
C -2.391316 0.965948 0.241276
C -3.905708 1.323996 0.579002
O 0.189477 -1.430477 0.682563
O -2.109276 -0.100183 -0.274168
O -1.641810 1.949127 0.696949
F 2.196987 0.934014 -1.101822
F -3.937414 2.402641 1.406590
F -4.487604 0.248775 1.294928
F -4.599581 1.529737 -0.516663
H 2.094443 -0.820919 0.477677
H 0.184895 0.739412 -1.154649
H -0.725739 -1.282836 0.358463
H -0.778402 1.641370 0.309041

Atoms 1-2, force components in eV/Å:
C -4.2254 -0.9941 -1.0316
C -0.9724 0.9851 1.3704

E_LUMO: 0.304 eV
SMILES: O=C(O)C(F)(F)F.O/C=C/F
Kohn-Sham gap: 9.7 eV

13.
Formula: C4H4FN
Source: the Open Molecules 2025 dataset
Level of theory: wB97M-V/def2-TZVPD

Atoms and positions in Å:
C -0.667293 0.694233 0.282866
C 0.342800 -0.270728 -0.448924
C 1.652995 -0.381078 0.041834
C -1.966468 -0.053287 0.240903
H -0.269117 0.733965 1.361393
H -0.019580 -0.799991 -1.393790
H 1.936548 -0.235729 1.116066
H 2.477911 -0.843545 -0.637252
N -2.809099 -0.744520 -0.208716
F -0.678694 1.900683 -0.354379

Atoms 1-2, force components in eV/Å:
C 1.6141 -2.8287 1.2707
C 2.3784 0.2995 0.7472

E_LUMO: 0.426 eV
SMILES: C=C[C@@H](F)C#N
Energy relative to the best compared isomer or geometry (same formula, charge and spin): 43.23 kcal/mol
Kohn-Sham gap: 10.9 eV

14.
Formula: C4H4FN
Source: the Open Molecules 2025 dataset
Level of theory: wB97M-V/def2-TZVPD

Atoms and positions in Å:
C 3.566077 0.815902 -0.069694
C -0.405143 0.348305 -0.003378
C 1.399647 -0.469611 0.036429
C 2.815866 -0.386523 -0.011329
N 4.185442 1.754256 0.097585
F 3.459145 -1.567435 -0.043969
H -0.724162 0.408127 -1.014017
H -0.323788 1.434337 0.339308
H -0.955306 -0.273148 0.545450
H 0.960962 -1.563331 0.096810

Atoms 1-2, force components in eV/Å:
C -0.3943 -1.4432 0.4773
C 6.3000 3.9162 -1.2349

E_LUMO: 0.242 eV
Energy relative to the best compared isomer or geometry (same formula, charge and spin): 82.53 kcal/mol
Kohn-Sham gap: 10.2 eV

15.
Formula: C4H4FNO
Source: the Open Molecules 2025 dataset
Level of theory: wB97M-V/def2-TZVPD

Atoms and positions in Å:
C 0.525039 -0.029946 -0.125018
C -0.003277 1.212113 -0.046427
C -1.726197 -0.095076 -0.187752
C -0.625671 -0.897569 -0.140310
H 2.163264 -0.917096 0.956167
H 2.471605 0.393862 -0.249229
H 0.698835 2.054835 0.204574
H -0.816558 -2.041314 0.054008
N 1.838620 -0.467031 -0.266362
O -1.451127 1.209147 -0.137859
F -3.074537 -0.421921 -0.061792

Atoms 1-2, force components in eV/Å:
C -2.4620 -0.3382 -0.0313
C 0.8390 0.8786 0.0113

E_LUMO: 0.452 eV
Energy relative to the best compared isomer or geometry (same formula, charge and spin): 66.05 kcal/mol
Kohn-Sham gap: 9.2 eV

16.
Formula: C4H4FNOS
Source: the Open Molecules 2025 dataset
Level of theory: wB97M-V/def2-TZVPD

Atoms and positions in Å:
C 1.181550 -0.451328 0.709425
C 0.012436 0.058086 1.577053
C -1.231989 0.523645 1.039539
C -1.505683 0.510651 -0.397001
H 1.647763 -0.856023 -2.913634
H 2.418512 -0.319599 1.306467
H 0.363879 0.442188 2.556031
H -0.966261 -0.143806 -1.069068
N 0.803862 -0.842496 -0.723975
O -2.462747 1.093541 -0.636069
F -1.949553 1.104741 1.977546
S 2.338697 -0.985163 -1.568465

Atoms 1-2, force components in eV/Å:
C -1.5773 -0.3942 -3.6145
C 0.1344 1.0190 -2.5194

E_LUMO: -1.431 eV
Energy relative to the best compared isomer or geometry (same formula, charge and spin): 132.20 kcal/mol
Kohn-Sham gap: 7.0 eV

17.
Formula: C4H4FO3
Source: the Open Molecules 2025 dataset
Level of theory: wB97M-V/def2-TZVPD

Atoms and positions in Å:
C -0.359920 1.825309 0.833924
C -2.396164 0.360507 0.553093
C 0.071267 -0.372363 -0.721379
C -0.919516 1.125337 -0.260909
O -2.101810 -0.091050 1.639041
O -0.347240 3.055560 1.123015
O -3.359305 0.648986 -0.124269
F -1.206902 1.752225 -1.350246
H 0.072231 1.194988 1.667774
H -0.227648 -0.508331 -1.770297
H 1.169747 0.065712 -0.717627
H 0.052238 -1.188977 -0.038892

Atoms 1-2, force components in eV/Å:
C 1.4648 2.7669 2.9829
C 1.1146 2.1217 -0.7021

E_LUMO: 4.005 eV
SMILES: C[C@](F)(C=O)C(=O)[O-]
Total charge: -1
Energy relative to the best compared isomer or geometry (same formula, charge and spin): 19.88 kcal/mol
Kohn-Sham gap: 8.0 eV

18.
Formula: C4H4FP
Source: the Open Molecules 2025 dataset
Level of theory: wB97M-V/def2-TZVPD

Atoms and positions in Å:
C 0.131965 -1.525154 -0.077541
C 0.704107 -0.526285 -0.851076
C 0.846867 2.258104 -0.101128
C -0.794862 -0.918393 0.764821
F -1.755601 -1.542894 1.465102
P -0.189964 0.886499 0.036020
H 0.385890 -2.547796 -0.310124
H 1.561248 -0.329772 -1.498133
H 0.738394 2.959718 0.783377
H -1.628044 1.285972 -0.211319

Atoms 1-2, force components in eV/Å:
C 0.1505 -0.5944 -0.9418
C -1.2184 2.7158 1.1545

E_LUMO (alpha / beta): -0.839 / -0.512 eV
Energy relative to the best compared isomer or geometry (same formula, charge and spin): 167.24 kcal/mol
Kohn-Sham gap (alpha / beta): 7.2 / 8.2 eV

19.
Formula: C4H4FeO2
Source: the Open Molecules 2025 dataset
Level of theory: wB97M-V/def2-TZVPD

Atoms and positions in Å:
O -1.980604 0.293084 2.017189
C -2.203987 0.205458 0.830075
C -1.101054 -0.128222 -0.108207
H -3.225205 0.294238 0.411316
H -1.366785 -0.678649 -1.015805
C 0.256844 -0.007734 0.254827
C 1.311646 0.016960 -0.728263
O 2.449344 0.416516 -0.516640
Fe 4.229324 0.288404 -1.179968
H 0.493982 0.291896 1.278049
H 1.136493 -0.991950 -1.242573

Atoms 1-2, force components in eV/Å:
O -0.2263 0.1354 -0.8637
C -0.0660 -0.3220 1.3437

Multiplicity: 6
E_LUMO (alpha / beta): -6.127 / -6.142 eV
⟨S²⟩: 8.757
Total charge: +1
Energy relative to the best compared isomer or geometry (same formula, charge and spin): 20.76 kcal/mol
Kohn-Sham gap (alpha / beta): 6.3 / 8.0 eV

20.
Formula: C4H4GdO5
Source: the Open Molecules 2025 dataset
Level of theory: wB97M-V/def2-TZVPD

Atoms and positions in Å:
O -0.623736 -0.133005 0.693166
H 1.539227 2.113367 -1.731938
O -0.134728 -1.587175 -0.929280
O 0.165671 0.650044 -1.335096
C 1.019196 1.668267 -0.872837
C 1.980098 0.942151 0.098993
O 1.575543 -0.402446 0.034928
C 0.187873 -0.415785 -0.364164
H 0.453198 2.461075 -0.356436
H 1.885620 1.338822 1.123483
H 3.032132 1.012976 -0.208449
Gd -1.849043 -2.175016 0.529283
C -4.135724 -2.753539 1.306763
O -5.095329 -2.719734 2.011584

Atoms 1-2, force components in eV/Å:
O -1.5410 -1.5766 0.5580
H -0.1260 -0.1298 0.1600

Multiplicity: 9
E_LUMO (alpha / beta): -2.276 / -2.139 eV
⟨S²⟩: 20.047
Energy relative to the best compared isomer or geometry (same formula, charge and spin): 0.00 kcal/mol
Kohn-Sham gap (alpha / beta): 5.7 / 5.9 eV

E_tot (Ha)
-1031.54727, -1575.40554, -1869.99165, -1621.07835, -354.39790, -354.47027, -463.95417, -429.71833, -429.74256, -752.69761, -509.03221, -779.95990, -309.35293, -309.29029, -384.57032, -782.64602, -480.40841, -595.75253, -1568.55782, -1296.61324